P) {
  "formula": "C10H16",
  "method": "ωB97M-V/def2-TZVPD",
  "smiles": "Cc1ccccc1.CCC",
  "gap_ev": 9.98,
  "symbols": ["C", "C", "C", "C", "C", "C", "C", "H", "H", "H", "H", "H", "H", "H", "H", "C", "C", "C", "H", "H", "H", "H", "H", "H", "H", "H"],
  "xyz": [[-0.10, 2.76, 2.07], [1.39, -0.66, 2.62], [0.81, 0.56, 2.92], [1.27, -1.23, 1.35], [0.34, 1.36, 1.86], [0.73, -0.42, 0.37], [0.17, 0.84, 0.56], [1.91, -1.23, 3.38], [0.86, 0.91, 3.94], [1.78, -2.12, 1.02], [0.50, -0.90, -0.59], [0.22, 3.42, 1.25], [0.37, 3.20, 2.96], [-0.38, 1.35, -0.21], [-1.16, 2.98, 2.18], [-1.57, -1.07, -3.78], [-0.98, -2.30, -3.10], [-1.20, 0.24, -3.05], [-1.09, -1.05, -4.76], [-2.66, -1.14, -3.78], [-1.13, -2.28, -2.02], [-1.34, 1.12, -3.68], [-1.83, 0.41, -2.17], [-0.15, 0.16, -2.75], [-1.05, -3.27, -3.60], [0.11, -2.19, -3.17]]
}

---

Q) {
  "formula": "C10H16",
  "method": "ωB97M-V/def2-TZVPD",
  "smiles": "CCc1ccccc1.CC",
  "gap_ev": 10.02,
  "symbols": ["C", "C", "C", "C", "C", "C", "C", "C", "H", "H", "H", "H", "H", "H", "H", "H", "H", "H", "C", "C", "H", "H", "H", "H", "H", "H"],
  "xyz": [[0.80, -0.55, 1.67], [0.54, -0.02, 3.08], [1.04, 0.47, 0.59], [1.68, 0.04, -0.59], [0.32, 1.65, 0.43], [1.55, 0.65, -1.82], [0.15, 2.30, -0.80], [0.70, 1.76, -1.94], [1.56, -1.32, 1.59], [-0.13, -1.05, 1.38], [1.25, 0.78, 3.31], [2.48, -0.70, -0.56], [-0.26, 2.09, 1.24], [2.12, 0.29, -2.66], [-0.39, 3.23, -0.88], [0.60, 2.22, -2.92], [0.76, -0.79, 3.81], [-0.47, 0.36, 3.18], [-1.83, -0.67, -1.04], [-1.80, -2.21, -0.98], [-1.04, -0.23, -1.65], [-2.73, -0.35, -1.57], [-1.65, -0.26, -0.05], [-2.64, -2.59, -0.42], [-0.91, -2.49, -0.42], [-1.68, -2.60, -1.99]]
}

---

R) {
  "formula": "C10H16",
  "method": "ωB97M-V/def2-TZVPD",
  "smiles": "Cc1ccccc1.CCC",
  "gap_ev": 10.00,
  "symbols": ["C", "C", "C", "C", "C", "C", "C", "H", "H", "H", "H", "H", "H", "H", "H", "C", "C", "C", "H", "H", "H", "H", "H", "H", "H", "H"],
  "xyz": [[-1.11, 0.18, 2.34], [-0.05, -1.58, 0.95], [-1.09, -0.68, 1.11], [-0.09, -2.53, -0.06], [-2.17, -0.73, 0.23], [-1.18, -2.58, -0.91], [-2.24, -1.70, -0.76], [0.81, -1.61, 1.61], [0.72, -3.23, -0.18], [-1.80, 1.03, 2.25], [-0.10, 0.44, 2.68], [-2.89, 0.08, 0.30], [-1.15, -3.31, -1.71], [-3.08, -1.74, -1.44], [-1.55, -0.37, 3.19], [1.45, 1.09, -0.92], [1.14, 2.08, -2.09], [2.01, 1.74, 0.35], [2.10, 0.31, -1.32], [0.51, 0.64, -0.64], [1.35, 1.61, -3.05], [0.08, 2.30, -2.03], [2.53, 1.01, 0.98], [1.24, 2.14, 1.01], [1.80, 2.94, -1.94], [2.76, 2.47, 0.05]]
}

---

Relative energies, in eV, with the most stable structure set to zero: P) 0.426; Q) 0.265; R) 0.000.

---

P) {
  "formula": "C6H21NO5",
  "method": "ωB97M-V/def2-TZVPD",
  "smiles": "C=N/C=C/CCC.O.O.O.O.O",
  "gap_ev": 8.98,
  "symbols": ["C", "C", "C", "C", "C", "N", "C", "H", "H", "H", "H", "H", "H", "H", "H", "H", "H", "H", "H", "H", "O", "H", "H", "O", "H", "H", "O", "H", "H", "O", "H", "H", "O"],
  "xyz": [[2.30, -1.14, 2.11], [1.71, 0.27, 2.25], [0.32, 0.33, 1.60], [0.46, 0.36, 0.09], [-0.55, -0.09, -0.64], [-0.74, 0.12, -2.03], [0.00, -0.45, -2.88], [1.55, -1.89, 2.36], [2.71, -1.33, 1.12], [3.12, -1.32, 2.82], [1.68, 0.53, 3.31], [2.31, 1.05, 1.79], [-0.36, -0.45, 1.90], [-0.03, 1.34, 1.84], [1.40, 0.70, -0.35], [-1.49, -0.34, -0.16], [0.76, -1.21, -2.74], [-0.28, -0.29, -3.92], [0.58, -3.79, -0.68], [-0.41, -2.82, -0.15], [0.52, -2.86, -0.41], [-2.78, -2.59, 1.71], [-1.40, -1.93, 1.94], [-2.31, -1.75, 1.69], [0.02, 3.86, 0.03], [1.34, 3.64, 0.79], [0.41, 3.85, 0.91], [-1.08, 2.97, -1.91], [0.42, 2.60, -2.30], [-0.21, 3.31, -2.14], [-3.22, -0.55, -1.93], [-3.20, 0.35, -3.20], [-3.55, -0.46, -2.82]]
}

---

Q) {
  "formula": "C6H21NO5",
  "method": "ωB97M-V/def2-TZVPD",
  "smiles": "C=C(CCCO)NC.O.O.O.O",
  "gap_ev": 8.62,
  "symbols": ["C", "O", "C", "C", "C", "C", "C", "N", "H", "H", "H", "H", "H", "H", "H", "H", "H", "H", "H", "H", "H", "H", "H", "O", "H", "H", "O", "H", "H", "O", "H", "H", "O"],
  "xyz": [[-0.80, -1.32, 2.12], [-1.63, -0.14, 2.24], [0.60, -1.04, 1.60], [0.76, -0.79, 0.10], [0.27, 0.49, -0.46], [-0.88, 0.60, -1.15], [2.29, 1.78, 0.37], [0.95, 1.71, -0.18], [-0.90, -1.83, 3.05], [-1.38, -1.94, 1.38], [-1.24, 0.56, 1.72], [1.15, -0.23, 2.09], [1.29, -1.84, 1.95], [0.34, -1.69, -0.38], [1.86, -0.81, -0.08], [-1.16, 1.52, -1.65], [-1.32, -0.24, -1.64], [2.69, 0.96, 0.95], [2.96, 1.89, -0.52], [2.46, 2.72, 0.89], [0.34, 2.35, 0.32], [-2.28, 0.36, -4.37], [-3.27, -0.33, -3.83], [-2.46, 0.08, -3.45], [-3.49, 0.29, 0.44], [-3.51, -0.34, 1.77], [-4.13, -0.08, 1.07], [4.55, -0.86, 2.59], [3.50, 0.14, 2.88], [3.62, -0.68, 2.40], [0.86, -0.45, -3.42], [1.46, 0.33, -4.64], [1.54, -0.45, -4.11]]
}

---

Relative energies, in eV, with the most stable structure set to zero: P) 0.000; Q) 0.384.

---

P) {
  "formula": "C39H59NO10P2SSeTa",
  "method": "ωB97M-V/def2-TZVPD",
  "total_charge": 1,
  "gap_ev": 7.59,
  "symbols": ["Ta", "C", "C", "C", "C", "C", "C", "C", "Se", "C", "C", "C", "C", "C", "C", "O", "C", "C", "C", "C", "C", "C", "C", "C", "C", "O", "C", "C", "C", "C", "C", "C", "H", "H", "H", "H", "H", "H", "H", "H", "H", "H", "H", "H", "H", "H", "H", "H", "H", "H", "H", "H", "H", "H", "H", "H", "H", "H", "H", "H", "H", "H", "H", "H", "H", "H", "H", "H", "H", "H", "H", "H", "N", "C", "C", "P", "O", "O", "O", "P", "O", "O", "O", "H", "H", "H", "H", "H", "H", "H", "H", "C", "C", "O", "H", "H", "H", "C", "S", "O", "C", "C", "C", "C", "C", "C", "H", "H", "H", "H", "H", "H", "H", "H"],
  "xyz": [[-0.01, 0.27, 0.11], [5.15, -0.46, 6.18], [5.58, -0.32, 4.72], [6.61, 0.82, 4.61], [6.25, -1.62, 4.27], [4.36, 0.01, 3.86], [3.90, -0.82, 2.86], [2.78, -0.44, 2.13], [2.18, -1.48, 0.65], [3.19, -0.59, -0.73], [4.49, -0.99, -0.97], [5.25, -0.33, -1.92], [4.63, 0.69, -2.64], [3.31, 1.10, -2.46], [2.61, 0.46, -1.44], [1.34, 0.83, -1.08], [2.78, 2.21, -3.40], [3.01, 1.75, -4.85], [3.59, 3.49, -3.14], [1.30, 2.54, -3.25], [6.71, -0.68, -2.21], [7.22, -1.79, -1.29], [6.85, -1.15, -3.66], [7.58, 0.56, -1.99], [2.07, 0.73, 2.38], [0.94, 1.02, 1.68], [2.55, 1.62, 3.36], [3.67, 1.21, 4.07], [1.91, 2.98, 3.67], [1.65, 3.81, 2.40], [0.61, 2.75, 4.43], [2.83, 3.83, 4.56], [6.01, -0.70, 6.81], [4.70, 0.46, 6.56], [4.41, -1.26, 6.29], [7.51, 0.57, 5.18], [6.91, 0.98, 3.57], [6.23, 1.76, 4.99], [7.13, -1.81, 4.89], [5.58, -2.47, 4.38], [6.59, -1.57, 3.24], [4.40, -1.74, 2.61], [4.91, -1.81, -0.39], [5.21, 1.19, -3.41], [4.06, 1.60, -5.08], [2.48, 0.81, -5.04], [2.62, 2.51, -5.53], [4.66, 3.34, -3.30], [3.25, 4.28, -3.81], [3.45, 3.84, -2.11], [0.66, 1.68, -3.40], [1.06, 2.98, -2.28], [1.05, 3.28, -4.02], [6.67, -2.72, -1.43], [8.27, -2.00, -1.51], [7.16, -1.51, -0.24], [6.23, -2.03, -3.85], [6.54, -0.37, -4.36], [7.89, -1.41, -3.88], [7.49, 0.94, -0.97], [8.63, 0.32, -2.17], [7.31, 1.37, -2.68], [4.05, 1.87, 4.84], [1.00, 3.30, 1.70], [1.18, 4.75, 2.69], [2.59, 4.05, 1.90], [-0.07, 2.13, 3.86], [0.79, 2.26, 5.38], [0.12, 3.71, 4.64], [3.82, 3.95, 4.12], [2.39, 4.83, 4.66], [2.94, 3.42, 5.56], [-4.51, 0.99, 1.82], [-3.03, 1.23, 1.74], [-2.69, 2.43, 2.58], [-2.25, -0.39, 2.32], [-1.21, 0.02, 3.44], [-3.33, -1.23, 2.85], [-1.39, -0.83, 1.10], [-3.42, 0.43, -0.98], [-4.39, 1.48, -1.67], [-4.22, -0.53, -0.20], [-2.23, 0.12, -1.78], [-4.73, 0.60, 2.74], [-4.73, 0.24, 1.08], [-5.02, 1.85, 1.64], [-2.91, 2.22, 3.62], [-3.27, 3.29, 2.24], [-1.63, 2.65, 2.50], [-1.44, -0.39, 4.29], [-4.00, 1.90, -2.44], [-1.20, 3.31, -0.38], [-1.19, 1.91, 0.13], [-2.76, 1.53, 0.33], [-1.81, 3.99, 0.23], [-1.54, 3.39, -1.42], [-0.18, 3.69, -0.34], [-0.32, -4.07, -1.18], [-1.23, -2.54, -1.33], [-0.07, -1.50, -1.25], [-1.66, -2.61, -3.04], [-2.93, -3.07, -3.36], [-3.29, -3.15, -4.70], [-2.39, -2.76, -5.68], [-1.13, -2.29, -5.34], [-0.75, -2.21, -4.01], [0.52, -4.03, -1.87], [-1.00, -4.88, -1.44], [0.01, -4.16, -0.15], [-3.63, -3.33, -2.58], [-4.27, -3.50, -4.97], [-2.68, -2.82, -6.72], [-0.44, -1.98, -6.11], [0.22, -1.82, -3.72]]
}

---

Q) {
  "formula": "C39H59NO10P2SSeTa",
  "method": "ωB97M-V/def2-TZVPD",
  "total_charge": 1,
  "gap_ev": 7.59,
  "symbols": ["Ta", "C", "C", "C", "C", "C", "C", "C", "Se", "C", "C", "C", "C", "C", "C", "O", "C", "C", "C", "C", "C", "C", "C", "C", "C", "O", "C", "C", "C", "C", "C", "C", "H", "H", "H", "H", "H", "H", "H", "H", "H", "H", "H", "H", "H", "H", "H", "H", "H", "H", "H", "H", "H", "H", "H", "H", "H", "H", "H", "H", "H", "H", "H", "H", "H", "H", "H", "H", "H", "H", "H", "H", "N", "C", "C", "P", "O", "O", "O", "P", "O", "O", "O", "H", "H", "H", "H", "H", "H", "H", "H", "C", "C", "O", "H", "H", "H", "C", "S", "O", "C", "C", "C", "C", "C", "C", "H", "H", "H", "H", "H", "H", "H", "H"],
  "xyz": [[-1.36, 1.16, -1.29], [0.42, -6.40, -2.60], [1.03, -5.60, -1.44], [2.56, -5.77, -1.44], [0.49, -6.16, -0.12], [0.69, -4.12, -1.61], [-0.03, -3.40, -0.66], [-0.29, -2.06, -0.89], [-1.12, -0.96, 0.46], [0.52, -0.28, 1.20], [1.17, -1.01, 2.18], [2.42, -0.59, 2.62], [2.96, 0.54, 2.01], [2.34, 1.30, 1.02], [1.05, 0.88, 0.64], [0.29, 1.61, -0.22], [3.12, 2.47, 0.42], [3.37, 3.52, 1.53], [4.47, 1.94, -0.09], [2.47, 3.19, -0.76], [3.20, -1.32, 3.70], [2.44, -2.53, 4.24], [3.47, -0.36, 4.87], [4.54, -1.81, 3.12], [0.13, -1.41, -2.04], [-0.22, -0.11, -2.18], [0.88, -2.10, -3.00], [1.13, -3.44, -2.74], [1.40, -1.38, -4.25], [2.33, -0.23, -3.82], [0.23, -0.84, -5.09], [2.22, -2.32, -5.14], [0.67, -7.45, -2.49], [0.80, -6.06, -3.56], [-0.66, -6.30, -2.61], [2.82, -6.82, -1.30], [3.02, -5.20, -0.63], [3.00, -5.44, -2.38], [0.76, -7.22, -0.04], [-0.60, -6.10, -0.07], [0.91, -5.65, 0.74], [-0.38, -3.87, 0.25], [0.71, -1.90, 2.57], [3.94, 0.86, 2.34], [3.96, 3.11, 2.35], [2.42, 3.88, 1.94], [3.91, 4.37, 1.12], [5.04, 1.44, 0.69], [5.07, 2.77, -0.47], [4.32, 1.23, -0.90], [1.56, 3.72, -0.49], [3.17, 3.94, -1.13], [2.23, 2.51, -1.58], [1.48, -2.25, 4.68], [3.03, -3.02, 5.01], [2.25, -3.27, 3.46], [2.54, -0.01, 5.30], [4.05, 0.51, 4.55], [4.04, -0.87, 5.65], [4.37, -2.48, 2.28], [5.11, -2.35, 3.88], [5.15, -0.98, 2.77], [1.70, -4.00, -3.48], [1.81, 0.51, -3.21], [2.72, 0.28, -4.71], [3.18, -0.61, -3.26], [-0.35, -0.10, -4.55], [-0.43, -1.66, -5.39], [0.62, -0.38, -6.00], [3.09, -2.73, -4.62], [2.58, -1.77, -6.00], [1.61, -3.15, -5.51], [-3.78, 5.13, -0.46], [-2.31, 4.77, -0.60], [-1.45, 6.01, -0.41], [-2.08, 3.57, 0.82], [-0.57, 3.68, 1.20], [-3.04, 4.05, 1.82], [-2.29, 2.16, 0.22], [-2.19, 3.92, -2.21], [-1.94, 5.11, -3.22], [-3.45, 3.16, -2.34], [-0.93, 3.01, -2.16], [-4.00, 6.04, -0.86], [-3.99, 5.10, 0.55], [-4.33, 4.39, -0.94], [-1.55, 6.41, 0.60], [-1.70, 6.78, -1.14], [-0.40, 5.75, -0.56], [-0.04, 2.98, 0.73], [-1.76, 4.86, -4.14], [-4.26, -0.74, -2.19], [-3.03, 0.06, -2.12], [-2.56, 0.73, -3.04], [-4.55, -0.96, -3.22], [-5.02, -0.11, -1.71], [-4.16, -1.65, -1.59], [-6.02, -0.83, 1.64], [-4.73, 0.31, 1.09], [-5.43, 1.35, 0.29], [-4.34, 1.01, 2.69], [-3.27, 0.47, 3.40], [-2.92, 1.04, 4.62], [-3.63, 2.13, 5.10], [-4.69, 2.65, 4.38], [-5.05, 2.09, 3.16], [-6.40, -1.31, 0.74], [-6.82, -0.26, 2.12], [-5.60, -1.57, 2.32], [-2.72, -0.38, 3.01], [-2.08, 0.63, 5.18], [-3.34, 2.58, 6.05], [-5.24, 3.50, 4.76], [-5.85, 2.50, 2.56]]
}

---

Relative energies, in eV, with the most stable structure set to zero: P) 2.846; Q) 0.000.